No. 1
Computed, not measured: a cluster of 5 separate species, C24H30BF32NO5P2 in total, with ωB97M-V with the def2-TZVPD basis set.

Structure (XYZ):
```
95
Properties=species:S:1:pos:R:3:forces:R:3
F -0.0208 0.9055 -1.3732 0.0 0.0 -0.1
C 0.6040 -0.1820 -1.8673 0.0 -0.1 -0.3
F -0.3413 -1.0381 -2.3196 0.0 0.0 0.0
C 1.4266 -0.8960 -0.7916 0.0 0.2 0.6
F 0.6084 -1.3953 0.1551 -0.1 -0.1 -0.1
F 2.0141 -1.9516 -1.4255 0.0 -0.1 -0.2
C 2.5781 -0.1184 -0.1284 0.5 0.0 -0.1
O 2.3299 0.4873 1.1262 -0.4 -0.3 -0.1
C 1.7757 1.7297 1.2183 0.3 -0.1 -0.1
F 1.7488 2.3572 0.0337 -0.1 0.1 -0.1
F 2.5549 2.4565 2.0442 0.1 0.2 0.1
C 0.3898 1.6663 1.8562 -0.2 0.1 0.2
F -0.4095 0.8512 1.1387 -0.1 0.1 0.1
F -0.1498 2.9010 1.8627 0.0 0.1 0.0
H 1.2410 0.1145 -2.7058 0.0 0.0 0.0
H 3.3359 -0.8649 0.0952 0.0 -0.1 0.0
H 3.0423 0.5792 -0.8204 -0.2 0.1 -0.2
H 0.4560 1.2931 2.8793 0.0 0.0 0.0
F -6.4102 0.9540 0.4866 0.0 0.0 0.1
C -6.6967 1.4081 1.7237 -0.2 0.1 0.0
F -7.1250 2.6914 1.6088 0.1 -0.1 0.0
C -5.4721 1.3773 2.6387 0.5 0.0 -0.3
F -4.5367 2.2403 2.1914 0.0 0.1 0.0
F -5.9103 1.8377 3.8431 -0.2 0.0 0.1
C -4.8212 0.0106 2.9146 0.0 -0.4 0.4
O -3.6832 -0.3453 2.1538 0.0 0.5 -0.1
C -3.8004 -0.9333 0.9263 -0.1 0.0 0.3
F -5.0620 -1.3247 0.6799 -0.1 -0.1 -0.1
F -3.0297 -2.0363 0.9384 0.1 -0.3 -0.1
C -3.2584 -0.0268 -0.1768 0.2 0.1 -0.3
F -3.8990 1.1577 -0.1804 0.0 0.0 0.0
F -3.4593 -0.6231 -1.3743 0.0 -0.1 0.0
H -7.5004 0.8109 2.1500 0.0 -0.1 0.0
H -4.4386 0.0858 3.9288 0.0 0.1 0.1
H -5.5593 -0.7896 2.9249 -0.2 0.1 -0.2
H -2.1943 0.1482 -0.0338 0.0 -0.1 0.0
F -10.3567 -1.9559 5.4151 0.0 0.0 -0.1
C -10.0460 -1.7142 4.1291 0.1 -0.2 -0.2
F -8.9007 -2.3795 3.8377 -0.1 0.0 0.0
C -9.8106 -0.2237 3.8772 0.0 0.3 0.5
F -8.7183 0.1933 4.5498 0.1 -0.1 -0.1
F -9.5239 -0.1260 2.5455 -0.1 -0.1 -0.2
C -10.9779 0.7445 4.1374 -0.3 0.3 -0.4
O -10.9963 1.4336 5.3696 0.5 -0.2 0.0
C -11.5334 0.8736 6.4932 -0.1 0.1 -0.3
F -12.2160 -0.2490 6.2152 -0.1 -0.1 0.1
F -12.4037 1.7618 7.0042 -0.2 0.1 0.1
C -10.4635 0.6398 7.5593 0.1 0.0 0.2
F -9.4835 -0.1499 7.0829 0.0 0.0 0.1
F -11.0353 0.0252 8.6164 0.0 0.0 0.1
H -10.8450 -2.0904 3.4843 0.0 0.0 0.0
H -10.8536 1.5360 3.4027 0.1 0.0 -0.1
H -11.9388 0.2789 3.9261 0.0 -0.2 0.1
H -10.0353 1.5926 7.8749 0.0 0.0 0.0
F 6.3746 5.7472 -0.8957 0.0 0.0 0.1
C 7.1120 5.9639 0.2115 0.0 0.2 0.1
F 8.0068 6.9414 -0.0619 0.0 -0.1 0.0
C 7.8791 4.7073 0.6298 0.0 -0.4 -0.4
F 8.7932 4.3920 -0.3089 0.1 0.1 0.0
F 8.5526 5.0557 1.7596 0.0 0.1 0.2
C 7.0609 3.4556 0.9914 -0.1 -0.2 0.5
O 6.9002 2.4628 -0.0055 0.4 0.3 -0.2
C 5.9106 2.5451 -0.9346 0.0 0.1 0.4
F 5.0224 3.5029 -0.6311 -0.2 0.0 -0.1
F 5.2463 1.3653 -0.9124 -0.2 -0.3 -0.1
C 6.4702 2.7066 -2.3474 0.0 -0.1 -0.2
F 7.2410 3.8021 -2.4284 0.0 0.0 -0.1
F 5.4324 2.8419 -3.2042 0.0 0.0 -0.1
H 6.4594 6.3016 1.0215 0.0 0.0 0.0
H 7.6417 2.9542 1.7605 0.1 0.0 0.0
H 6.1080 3.7166 1.4486 -0.1 0.2 -0.1
H 7.0601 1.8292 -2.6201 0.0 0.0 0.0
C 4.2047 -1.5033 -3.9727 -0.2 -0.4 0.5
C 4.4177 -2.8049 -3.2456 0.8 -0.2 -0.4
O 5.8137 -3.1924 -3.1850 -0.4 0.1 0.0
B 6.1289 -3.9273 -4.2787 0.8 0.1 -0.4
P 5.8026 -5.8328 -4.4177 -0.2 -0.5 -0.9
N 5.3028 -6.1961 -5.8832 0.1 0.5 0.3
P 6.9878 -3.0765 -5.8027 0.7 0.8 0.0
C 5.6802 -2.9617 -7.0985 0.2 -0.9 0.9
C 8.1317 -4.4094 -6.3609 -1.0 0.3 0.5
H 3.5000 -1.6491 -4.7485 -0.7 0.0 -1.0
H 5.1017 -1.1219 -4.3912 0.9 0.4 -0.3
H 3.7829 -0.7963 -3.2999 -0.2 0.9 0.5
H 3.8765 -3.5859 -3.7409 -0.6 -0.6 -0.2
H 4.0877 -2.7650 -2.2477 -0.4 0.0 1.2
H 4.9083 -6.2325 -3.4020 0.3 0.0 0.3
H 7.0260 -6.4836 -4.1257 0.0 0.0 0.5
H 4.4076 -6.6467 -5.8384 -0.4 -0.3 -0.2
H 6.0975 -2.7469 -8.0475 0.6 0.3 -0.9
H 5.1394 -3.8811 -7.1429 -0.4 -0.7 -0.2
H 5.0030 -2.1959 -6.8300 -0.7 1.0 0.2
H 8.8323 -4.0427 -7.0667 0.5 0.4 -0.8
H 7.6292 -5.2834 -6.6986 -0.5 -0.7 -0.6
H 8.6781 -4.6850 -5.4896 0.7 -0.2 0.8
```
Positions in Å, forces in eV/Å.

Results
- LUMO energy: -0.31 eV
- Charge: 0
- E_HOMO: -7.911 eV
- SMILES: FC(F)C(F)(F)COC(F)(F)C(F)F.FC(F)C(F)(F)COC(F)(F)C(F)F.FC(F)C(F)(F)COC(F)(F)C(F)F.FC(F)C(F)(F)COC(F)(F)C(F)F.CCOB([PH2]=N)P(C)C

---

No. 2
Computed, not measured: a structure of composition C24H30F6IrN5OSb, with ωB97M-V with the def2-TZVPD basis set.

Structure (XYZ):
```
68
Properties=species:S:1:pos:R:3:forces:R:3
Ir 0.0606 0.2410 0.0994 1.2 -0.2 -0.9
C 0.9192 2.1997 2.1926 0.0 0.0 0.1
N 1.1037 0.7254 1.9773 0.2 -0.2 -0.5
C 2.5679 0.4412 2.0800 -0.1 -0.1 0.2
C 0.3427 0.0609 3.0348 0.0 0.1 0.1
C 0.7322 0.1095 4.3515 0.0 -0.1 0.0
C -0.0933 -0.4382 5.3361 0.0 0.0 0.0
C -1.3350 -0.9836 5.0159 0.0 0.0 0.0
C -1.7341 -1.0470 3.7025 0.0 0.0 0.0
C -0.8686 -0.5758 2.6896 0.0 -0.1 0.1
N -1.1336 -0.6560 1.3451 -0.9 1.2 0.1
C -2.0399 -1.4678 0.7627 0.1 -0.2 0.0
C -2.5933 -2.6447 1.3507 0.0 0.0 -0.1
C -3.6111 -3.2915 0.7027 0.0 0.0 0.0
C -4.0661 -2.8110 -0.5299 0.0 0.0 0.0
C -3.4433 -1.7392 -1.1864 0.0 0.0 0.0
C -2.3873 -1.1239 -0.5813 0.0 0.0 0.1
N -1.6303 -0.0409 -1.1945 0.7 0.1 -0.1
C -2.4897 1.1886 -1.1740 -0.2 -0.1 -0.1
C -1.2183 -0.3484 -2.6061 -0.3 -0.3 0.1
H 1.1878 2.4537 3.2173 0.1 0.0 0.0
H -0.1184 2.4759 2.0176 0.0 0.0 0.0
H 1.5759 2.7284 1.5095 0.0 0.0 0.0
H 2.9731 0.8915 2.9856 0.0 0.0 0.0
H 3.0633 0.8827 1.2217 0.0 0.0 0.0
H 2.7327 -0.6321 2.1136 0.0 0.0 -0.1
H 1.6618 0.5764 4.6458 0.0 0.0 0.0
H 0.2228 -0.3951 6.3706 0.0 0.0 0.0
H -1.9941 -1.3303 5.7999 0.0 0.0 0.0
H -2.7236 -1.4022 3.4575 0.0 0.1 0.0
H -2.1438 -3.0653 2.2377 -0.1 0.0 0.0
H -4.0407 -4.1905 1.1227 0.0 0.0 0.0
H -4.8885 -3.3149 -1.0233 0.0 0.0 0.0
H -3.7980 -1.4326 -2.1609 0.0 -0.1 0.0
H -3.3688 1.0219 -1.7970 0.0 0.0 0.0
H -1.9214 2.0232 -1.5639 0.0 0.0 0.0
H -2.8082 1.3908 -0.1528 0.0 0.0 0.0
H -2.0308 -0.8266 -3.1499 0.0 0.1 0.0
H -0.3655 -1.0201 -2.6050 0.1 0.0 0.0
H -0.9916 0.5968 -3.0833 0.0 0.0 -0.1
C 0.2780 4.5642 -0.1299 0.1 0.0 0.0
C 0.6072 3.3020 -0.8606 -0.2 -0.2 0.4
O 0.1408 2.1758 -0.5187 -1.0 0.9 0.5
N 1.3570 3.3306 -1.9343 0.2 0.1 -0.3
C 1.4900 2.1295 -2.7642 0.2 0.2 0.1
C 2.4157 1.0890 -2.1917 -0.4 0.2 0.1
C 3.6666 0.9292 -2.7572 0.0 -0.1 0.0
C 4.5054 -0.0867 -2.3207 0.0 0.0 0.0
C 4.0381 -0.9240 -1.3266 0.0 0.0 -0.1
C 2.7887 -0.6851 -0.7888 0.1 -0.1 0.1
N 1.9712 0.3086 -1.1734 0.1 -0.2 0.0
H -0.3688 4.3584 0.7166 0.0 0.0 0.0
H -0.2300 5.2559 -0.8038 0.0 0.0 0.0
H 1.1886 5.0570 0.2166 0.0 0.0 0.0
H 1.7602 4.2066 -2.2386 -0.1 0.0 -0.1
H 1.8374 2.4405 -3.7456 0.1 0.0 0.0
H 0.5010 1.7035 -2.8804 -0.1 0.0 -0.1
H 3.9748 1.5876 -3.5583 0.0 0.0 0.0
H 5.4847 -0.2244 -2.7588 0.0 0.0 0.0
H 4.6159 -1.7653 -0.9698 0.0 0.0 0.0
H 2.4221 -1.3434 -0.0218 0.2 0.1 0.0
F 0.3963 -1.6513 -0.1947 0.0 -1.0 0.2
Sb 0.6943 -3.7674 -0.9579 -0.2 -0.5 0.0
F 2.2868 -3.5668 -0.0202 0.2 0.1 0.1
F -0.1653 -4.1136 0.6686 0.0 0.1 0.1
F 0.8965 -5.4783 -1.5811 0.0 0.0 0.0
F -1.0057 -3.4164 -1.6649 -0.1 0.1 0.0
F 1.4041 -2.8033 -2.3852 0.1 0.2 -0.1
```
Positions in Å, forces in eV/Å.

Results
- ΔE to the lowest compared entry with this formula, charge and spin: 58.6 kJ/mol
- LUMO energy: -12.25 eV
- Charge: +3
- E_HOMO: -18.195 eV

---

How do the records compare in DFT total energy? In the order shown, they have -143314.23437 -60530.02095 eV.